# 1
Formula: C36H90N6
Source: the Open Molecules 2025 dataset
Level of theory: ωB97M-V/def2-TZVPD

Calculated values
* E_tot: -47726.331 eV
* SMILES string: CCN(CC)CC.CCN(CC)CC.CCN(CC)CC.CCN(CC)CC.CCN(CC)CC.CCN(CC)CC
* energy relative to the best compared isomer or geometry (same formula, charge and spin): 95.2 kcal/mol
* Kohn-Sham gap: 0.328 hartree

```
! RIJCOSX wB97M-V def2-TZVPD def2/J DEFGRID3
* xyz 0 1
C -14.71475 0.40721 19.65746
H -15.79465 2.69992 20.72376
H -18.71648 -0.39540 12.58709
H -9.06963 -3.27007 16.94665
H -12.70487 -1.25643 27.20684
H -16.04436 1.61216 13.96881
C -16.94852 1.50090 12.19040
H -12.10275 8.70564 28.12152
C -15.50109 3.68853 22.47245
H -16.56886 -1.29779 23.89022
C -7.53217 0.84007 25.29414
H -13.35482 8.95880 29.37532
C -9.77694 -2.28137 19.40506
H -9.94290 0.22045 28.37666
H -12.06066 -3.81450 27.62934
C -17.22373 0.18801 15.61821
C -14.72383 -1.32150 25.12035
H -14.52671 -0.40080 18.95046
C -7.67995 2.20995 27.15924
H -11.40447 0.69734 22.12016
H -15.41484 8.90122 28.96517
H -11.10585 -1.96112 25.85772
H -10.96030 2.03956 23.21054
C -11.37483 -3.84083 18.49186
C -12.80260 8.21648 28.79903
H -10.99738 -2.24778 24.05238
H -13.24549 -3.27862 24.03422
H -15.36677 -0.87439 25.87852
H -5.51550 2.10366 27.16230
C -14.90441 7.27741 26.08354
H -12.01186 -1.09050 24.58679
N -17.74520 0.50038 14.28687
H -9.67686 -4.98367 19.02233
C -16.85031 1.54386 16.34953
H -9.17273 -1.37416 19.40824
C -15.68918 -1.91133 24.08470
H -12.11566 -3.76925 19.28820
H -11.36258 0.66115 27.50204
H -6.92624 -1.01170 24.17824
C -11.78675 1.51564 22.73036
C -13.47927 -2.02351 27.20424
C -16.19154 9.91707 27.26840
H -16.04849 -0.01434 13.29071
H -16.86000 1.29320 17.41028
H -9.96687 -2.63662 14.80216
C -13.64856 7.20401 28.18491
H -9.13071 -3.11723 19.67305
H -6.46627 1.03489 25.41240
H -14.19516 -1.56668 27.88754
H -15.49109 7.80142 25.32900
H -15.36792 10.61709 27.12796
C -12.62220 2.55191 22.00062
N -14.47894 7.97726 27.31619
H -15.85780 1.78797 15.97082
C -19.77166 -0.97923 14.33202
H -16.01664 5.39145 25.48827
C -10.33394 0.96977 27.68841
H -19.83299 -0.79747 15.40501
N -14.02090 -2.41229 25.85887
H -10.26777 -5.36551 17.41019
H -8.39583 2.53686 27.91339
H -12.70200 -3.94413 25.49967
C -10.57879 -5.12125 18.42592
H -12.02404 -3.97503 17.62663
C -15.66524 5.94679 26.35788
H -20.62528 -0.45646 13.90059
H -16.47943 6.07631 27.07091
C -9.80638 -2.46772 16.98567
C -9.64412 1.07497 26.28125
H -12.92543 3.23637 22.79287
C -12.90323 -2.98325 25.02605
H -8.61730 -0.86470 24.36393
H -10.98017 -1.14884 20.83964
H -6.25934 2.48137 28.77356
H -14.03801 -0.58139 24.70807
C -18.44596 -0.61825 13.61920
N -10.64454 -2.60003 18.23261
H -14.58314 3.90976 20.52827
H -13.83672 -4.09323 27.86799
H -9.99177 0.17633 25.77166
H -14.26831 6.64379 28.88502
H -16.54634 9.64243 26.27503
H -16.31959 -0.41947 15.57814
H -11.22274 -2.92795 21.01577
H -20.00187 -2.03612 14.19750
H -17.67450 0.94007 11.60173
C -7.67840 -0.58518 24.84189
H -14.88814 5.39018 26.88172
H -11.27224 -1.71774 15.55099
H -11.16488 -3.48102 15.57251
H -10.95819 -6.08379 18.76896
C -6.32956 1.89600 27.85677
H -9.29398 -1.50574 16.97354
H -17.69462 -1.40774 13.60216
C -16.64982 0.88423 13.42878
C -13.02112 -3.37048 27.89095
H -15.24006 -2.19477 23.13283
C -10.53193 -2.13595 20.72659
H -12.00887 7.78888 29.41161
C -15.64716 8.60131 27.94332
C -10.59425 -2.55980 15.69019
H -6.27300 0.86221 28.19763
H -10.40427 1.92205 28.21408
H -13.01215 -3.36245 28.98089
H -12.59946 0.82318 20.14691
C -14.86411 3.06556 21.15794
H -12.40278 1.05575 23.50308
H -17.06553 10.34738 27.75735
H -15.41537 1.06243 19.13985
C -11.64001 -2.06182 24.91293
H -16.16096 -2.77679 24.54999
H -14.77881 4.29364 23.02041
H -7.50004 -1.21082 25.71646
H -16.08223 1.48622 11.52902
H -16.38944 4.30137 22.31957
H -9.79218 -2.10172 21.52640
H -17.95711 -0.29677 16.26259
H -13.43164 2.02977 19.21950
H -7.86633 1.53315 24.52207
N -13.84859 2.02362 21.32055
H -15.34162 0.04304 20.47141
H -14.07755 7.18553 25.37928
H -10.06134 1.88814 25.68728
H -7.58604 3.06866 26.49448
C -13.55922 1.32975 20.04521
H -16.53953 8.01725 28.16834
H -17.24250 2.54217 12.32245
H -13.03028 6.44168 27.71089
H -17.64259 2.27164 16.17422
H -11.93684 3.16696 21.41744
H -15.78531 2.95823 23.23006
N -8.23350 1.03884 26.57349
*
```

These are the Löwdin partial charges, in e, on atoms 1 to 4: -0.084, 0.098, 0.097, 0.103


# 2
Formula: C36H90N6O12
Source: the Open Molecules 2025 dataset
Level of theory: ωB97M-V/def2-TZVPD

Calculated values
* E_tot: -72285.904 eV
* SMILES string: COCCNCCOC.COCCNCCOC.COCCNCCOC.COCCNCCOC.COCCNCCOC.COCCNCCOC
* energy relative to the best compared isomer or geometry (same formula, charge and spin): 434.6 kcal/mol
* Kohn-Sham gap: 0.336 hartree

```
! RIJCOSX wB97M-V def2-TZVPD def2/J DEFGRID3
* xyz 0 1
O 6.43853 13.49975 0.68621
C 7.72064 -11.35234 -5.48329
O -6.92844 8.27803 -5.65357
H 12.01009 14.82530 0.81816
H -2.26351 -0.88308 1.67734
H 7.38112 12.25836 -0.57370
H 5.05621 -7.75089 -3.94587
H 8.41992 -10.51932 -5.55519
H 5.60929 -11.30640 -4.85783
C -7.43709 -7.33017 9.00192
C -7.24697 6.84974 -5.66781
H -9.53422 6.63406 -10.20408
C 8.48066 -11.94964 -7.86691
N 7.40346 -11.66071 -6.89240
H -12.91666 -7.95630 5.85004
H -11.69690 -6.14455 7.00299
H -4.89067 7.78740 -5.37544
H 6.85817 -10.85886 -7.17487
O 7.46047 -10.65367 -9.56355
H -12.04550 -3.20423 5.75608
C 4.88434 -3.48359 7.16096
C 6.52722 -10.80549 -4.55024
H 6.20312 -3.98108 8.85451
H -7.83247 -6.32065 9.11426
H 7.40895 14.71932 2.06404
C 6.52784 12.22029 0.10347
C -2.93965 -1.16202 0.86918
H -4.34438 -2.29667 2.09849
H -11.56619 -8.34187 5.18133
H 9.43216 -12.05942 -7.34661
N 3.45036 -3.29332 6.97657
N 9.86302 13.49944 0.15530
H 10.07888 13.56581 -0.82912
C 1.15923 -6.90969 4.92457
H -2.48690 -2.02612 0.38291
H -1.01896 0.24269 0.30766
H 4.21384 -9.29278 -4.33715
H 1.65448 -3.80766 7.35131
H -4.26006 1.41715 1.29501
H -0.33049 1.28913 -2.00856
C 8.93019 14.51491 0.62185
C -5.20603 0.88148 1.37429
H 3.62455 -4.24850 10.84999
H 5.32907 -4.12387 11.25556
H -8.44050 7.66017 -7.72198
H 0.46171 -7.68318 5.24592
H -6.23983 5.98267 -7.43321
H -1.07458 -0.92627 -0.98938
O -8.48356 -8.26808 8.73823
H 14.28103 14.89169 0.81799
H -5.98914 1.61114 1.58033
H -0.02231 2.95542 -0.31797
C 5.14060 -3.93391 8.61591
C 2.24637 -5.11779 5.90151
H 8.99243 -9.87985 -8.52285
H -8.58123 10.24771 -11.28222
N -8.14002 6.74704 -8.03180
C -12.14025 -6.21206 4.77739
H -9.67476 -6.34003 6.92511
H 2.07052 -7.35839 4.52923
H -9.98991 -6.79461 9.23416
C -12.04687 -3.87596 4.89767
H -1.93549 0.91100 -2.56878
H -1.37964 3.89291 0.08475
H 9.51107 -11.16537 -9.60075
H -12.94911 -6.35274 4.06041
C 2.53726 -4.42763 7.19489
C 7.48219 -9.83388 -10.70997
O -12.50400 -5.06663 5.46662
H 8.50357 14.91559 -0.29769
N -2.92212 -0.17230 -0.21083
H 5.21214 -9.08507 -2.88801
O 6.26527 -9.38437 -4.57296
H 5.58988 11.97690 -0.39563
O 4.65899 -3.05445 9.57999
O -5.15379 -0.41999 2.01029
H 0.80979 -6.18958 4.18466
H -9.60996 -8.04803 6.57962
C -4.40548 -1.47648 1.38319
H 14.21461 13.12442 0.46816
O -1.79264 2.27808 -1.18061
H -6.67607 6.29993 -4.91956
H 8.32761 -12.80862 -8.52024
H -8.16592 6.87924 -11.35679
H 6.49609 -9.36946 -10.71090
H 5.38330 -2.54337 6.92619
H 6.75345 -11.10495 -3.52689
C 14.16879 13.89291 1.23981
H -5.16591 9.41769 -5.90798
H -3.45336 0.66826 -0.03377
C 11.82430 14.24917 1.72461
C 8.71522 -10.85481 -8.92377
H -6.77829 -7.26610 8.13591
H 9.26037 15.46806 1.03486
C -5.51702 8.39307 -6.03038
O 13.11562 13.86340 2.27379
H 6.70710 11.40496 0.80433
H 4.80854 -4.96694 8.71933
H -9.00103 8.97843 -12.35353
C 5.12439 -8.83875 -3.94619
C -1.55240 -0.02545 -0.60428
H -11.19478 -6.17588 4.23620
H 2.80544 -5.10079 8.00915
C -9.78729 -7.69966 8.66151
H -12.57760 -3.58205 3.99210
C 4.46584 -3.55768 10.90577
H 7.57188 -10.46757 -11.59229
H -7.23608 9.09902 -11.91386
H 15.09080 13.55404 1.71220
O 1.39134 -6.16978 6.11658
H 1.96159 -4.37134 5.16001
H -4.99156 -1.82859 0.53430
H 11.28797 14.88353 2.43033
H -7.24663 5.60481 -9.61124
C -11.96041 -7.45965 5.68568
H 10.48614 12.47557 1.73929
H 11.51439 12.36438 0.35539
H -1.12800 2.46988 0.99565
C -10.10108 -7.30315 7.20576
H 4.36305 -2.75884 11.64021
H 8.19857 -12.22075 -5.02990
O -8.64938 8.52421 -10.40227
H -6.77224 -7.57230 9.83104
C 10.99767 13.08243 0.99218
H -11.00713 -3.97535 4.58598
H 8.10059 13.16192 2.06126
H -7.47760 5.10672 -6.85171
H 8.25077 -9.06178 -10.74528
H -10.47920 -8.37636 9.16294
C -8.58572 7.13968 -10.38517
C -8.26723 9.25200 -11.59538
C -1.33261 1.02821 -1.66828
H -5.14641 8.03696 -6.99159
H -6.76353 7.34790 -9.28919
C -7.24612 6.15314 -7.05056
H -8.25129 6.72818 -5.26205
H 5.35879 -4.10518 6.40160
C -1.06660 2.85434 -0.02245
H 3.27530 -5.40233 5.68143
N -11.56604 -7.14428 7.06235
C 7.67440 13.90613 1.38850
C -7.57002 6.62106 -9.38595
H 3.06303 -2.51938 7.49724
H -5.51072 0.83383 0.32882
*
```

These are the Löwdin partial charges, in e, on atoms 1 to 4: -0.188, -0.175, -0.176, 0.095